a:
{"formula": "C3H5ClN2O2", "method": "ωB97M-V/def2-TZVPD", "homo_lumo_gap_ev": 9.43, "homo_ev": -9.2, "smiles": "[H]/N=C(C)\\C(Cl)=[N+](\\[O-])O", "total_charge": 0, "mol_weight_g_mol": 136.54, "species": ["C", "C", "C", "N", "N", "O", "O", "Cl", "H", "H", "H", "H", "H"], "xyz": [[0.4602, 0.6027, 0.2431], [-0.2899, -0.1065, 1.4517], [1.9352, 0.1284, 0.1408], [-0.1300, 1.5186, -0.3637], [2.3407, -1.1350, 0.0876], [1.2319, -1.8555, -0.0754], [3.4757, -1.5708, 0.0868], [3.1411, 1.4155, 0.1764], [-1.1648, 0.6584, 1.4744], [0.2830, -0.1017, 2.3542], [-0.7722, -1.0515, 1.1066], [1.6883, -2.4812, 0.5759], [0.3280, 2.0309, -1.2220]]}

***

b:
{"formula": "C3H5ClN2O2", "method": "ωB97M-V/def2-TZVPD", "homo_lumo_gap_ev": 9.21, "homo_ev": -8.5, "smiles": "NC(N)=C(Cl)C(=O)O", "total_charge": 0, "mol_weight_g_mol": 136.54, "species": ["C", "C", "C", "H", "H", "H", "H", "H", "N", "N", "O", "O", "Cl"], "xyz": [[-1.2294, -0.3224, 0.0089], [0.0165, 0.1882, -0.1000], [1.2083, -0.6497, -0.0416], [-2.3413, 1.3693, 0.1521], [-3.1920, 0.0015, -0.3435], [-2.3043, -2.0110, 0.2839], [-0.6317, -2.3152, -0.0965], [3.0478, -0.6642, 0.2294], [-2.4203, 0.3506, 0.2312], [-1.4524, -1.6930, -0.1396], [2.3486, 0.0290, 0.1214], [1.2088, -1.8836, -0.0002], [0.2411, 1.9151, -0.0612]]}

***

On energetic grounds, b is preferred over the next structure by 142.9 kcal/mol.

***

a:
{"formula": "C5H11NS", "method": "ωB97M-V/def2-TZVPD", "homo_lumo_gap_ev": 9.31, "homo_ev": -8.4, "smiles": "CS[C@@H]1CC[C@@H]1N", "total_charge": 0, "mol_weight_g_mol": 117.22, "species": ["C", "C", "C", "C", "C", "H", "H", "H", "H", "H", "H", "H", "H", "H", "H", "H", "N", "S"], "xyz": [[1.4860, -0.8869, -2.0936], [-0.0572, -0.6842, 0.1623], [-1.3064, 0.1002, -0.5387], [-1.1470, 1.2038, 0.6177], [-0.6279, 0.1653, 1.5130], [2.7713, -1.1514, -2.2499], [1.1438, -2.0163, -2.0666], [0.9971, -0.6441, -3.2602], [-0.0383, -1.7718, -0.2371], [-1.2349, 0.3812, -1.4754], [-2.1754, -0.5553, -0.5213], [-1.8979, 2.1578, 0.9680], [-0.2280, 1.8452, 0.0538], [-1.2134, -0.4499, 2.1584], [0.1171, 0.9593, 3.2805], [1.4963, 0.8081, 1.8221], [0.4621, 0.4928, 2.4898], [1.4527, 0.0461, -0.6230]]}

***

b:
{"formula": "C5H11NS", "method": "ωB97M-V/def2-TZVPD", "homo_lumo_gap_ev": 9.41, "homo_ev": -8.6, "total_charge": 0, "mol_weight_g_mol": 117.22, "species": ["C", "C", "C", "C", "C", "H", "H", "H", "H", "H", "H", "H", "H", "H", "H", "H", "N", "S"], "xyz": [[0.0516, -2.2731, -0.1748], [0.6386, -1.1656, -0.9468], [0.8109, 0.6014, 0.7762], [-0.3807, 1.5378, 0.8359], [-0.8492, 0.8297, -0.3938], [0.5537, -2.4775, 0.7714], [-1.0796, -2.2279, -0.1364], [0.2058, -3.2690, -0.7021], [0.4396, -1.2102, -2.0422], [1.7491, -1.4276, -0.9243], [1.8031, 0.9942, 0.9317], [0.6316, -0.1932, 1.4659], [-1.0213, 1.4154, 1.6409], [-1.1288, 3.6839, -0.0259], [-1.7808, 0.2583, -0.0496], [-1.2151, 1.4478, -1.2823], [0.4484, 0.2153, -0.5396], [0.1229, 3.2604, 0.7958]]}

***

On energetic grounds, b is preferred over the next structure by 82.0 kcal/mol.

***

a:
{"formula": "C31H79N7O11", "method": "ωB97M-V/def2-TZVPD", "homo_lumo_gap_ev": 7.86, "homo_ev": -7.5, "total_charge": 0, "mol_weight_g_mol": 726.01, "species": ["C", "O", "C", "C", "N", "C", "C", "O", "C", "H", "H", "H", "H", "H", "H", "H", "H", "H", "H", "H", "H", "H", "H", "H", "C", "O", "C", "C", "N", "C", "C", "O", "C", "H", "H", "H", "H", "H", "H", "H", "H", "H", "H", "H", "H", "H", "H", "H", "C", "O", "C", "C", "N", "C", "C", "O", "C", "H", "H", "H", "H", "H", "H", "H", "H", "H", "H", "H", "H", "H", "H", "H", "C", "O", "C", "C", "N", "C", "C", "O", "C", "H", "H", "H", "H", "H", "H", "H", "H", "H", "H", "H", "H", "H", "H", "H", "C", "O", "C", "C", "N", "C", "C", "O", "C", "H", "H", "H", "H", "H", "H", "H", "H", "H", "H", "H", "H", "H", "H", "H", "C", "O", "N", "N", "H", "H", "H", "H"], "xyz": [[21.2704, 11.7651, -18.2072], [21.4869, 13.0914, -18.5405], [21.5626, 13.9790, -17.4996], [22.9942, 14.6282, -17.3264], [23.8539, 13.8153, -16.5538], [23.4223, 13.5101, -15.1491], [23.4740, 11.9778, -14.8393], [24.5498, 11.2866, -15.3934], [24.7624, 9.9930, -14.8264], [20.8511, 11.4698, -19.1691], [20.5849, 11.7047, -17.3619], [22.0856, 11.0502, -18.0954], [21.0784, 13.6214, -16.5909], [20.8950, 14.7769, -17.8249], [22.9330, 15.5319, -16.7201], [23.4641, 15.0993, -18.1898], [23.9988, 12.8966, -16.9476], [22.4635, 13.9596, -14.8907], [24.0427, 14.1381, -14.5097], [22.5108, 11.5596, -15.1316], [23.4789, 11.8551, -13.7562], [25.4519, 9.5020, -15.5132], [23.8744, 9.3625, -14.7808], [25.2155, 10.0949, -13.8403], [13.9611, 9.3792, -14.7637], [15.3595, 9.1625, -14.5137], [16.0970, 9.0490, -15.6974], [17.6472, 9.1417, -15.4270], [18.0777, 10.2973, -14.6507], [17.4431, 11.6016, -14.8518], [18.2186, 12.7268, -14.1519], [17.8135, 12.7608, -12.7280], [18.2999, 11.7900, -11.7687], [13.3072, 8.6102, -15.1751], [13.8693, 10.2939, -15.3493], [13.4894, 9.5876, -13.8034], [15.8644, 9.9399, -16.2808], [16.0030, 8.1902, -16.3620], [18.0320, 9.4932, -16.3843], [18.1311, 8.2331, -15.0688], [17.9965, 10.1305, -13.6579], [16.4194, 11.5623, -14.4797], [17.3366, 11.8699, -15.9029], [18.1289, 13.6419, -14.7372], [19.2838, 12.5917, -14.3392], [18.8991, 10.9693, -12.1629], [17.4154, 11.3678, -11.2917], [18.9283, 12.3829, -11.1041], [14.0547, 6.1540, -14.6708], [12.8598, 6.4950, -15.3996], [13.0187, 6.4943, -16.7979], [13.8034, 7.7180, -17.3793], [15.1307, 7.4476, -17.8743], [15.6043, 8.6501, -18.5108], [17.0479, 8.5272, -19.0279], [17.8565, 8.3728, -17.8551], [19.1792, 7.9366, -18.1844], [14.9234, 5.8463, -15.2529], [13.7394, 5.2765, -14.1063], [14.3741, 6.8874, -13.9304], [12.0324, 6.6576, -17.2322], [13.5634, 5.5832, -17.0453], [13.9302, 8.5227, -16.6550], [13.2623, 8.1320, -18.2301], [15.7697, 7.2189, -17.1263], [15.5449, 9.4990, -17.8297], [14.8529, 8.7417, -19.2950], [17.3296, 9.4591, -19.5182], [17.1002, 7.6434, -19.6636], [19.1245, 6.9965, -18.7333], [19.5954, 7.6980, -17.2056], [19.7378, 8.7684, -18.6135], [22.6727, 3.4896, -17.7091], [22.7895, 4.8569, -17.3071], [22.4473, 5.7314, -18.3913], [22.8182, 7.1669, -17.9439], [22.1695, 8.2580, -18.6228], [22.0762, 8.2376, -20.0810], [21.6341, 9.6653, -20.5419], [20.3276, 10.0226, -20.1132], [19.5710, 10.8522, -20.9886], [23.5490, 2.9202, -17.3995], [22.3762, 3.3605, -18.7501], [21.9588, 3.0082, -17.0407], [21.3632, 5.6600, -18.4795], [22.7971, 5.4545, -19.3858], [23.9037, 7.2314, -18.0193], [22.4865, 7.2401, -16.9082], [21.1854, 8.2028, -18.4024], [21.2767, 7.5672, -20.3962], [23.0013, 7.9980, -20.6054], [21.5573, 9.5026, -21.6169], [22.4433, 10.3660, -20.3361], [18.5994, 11.0873, -20.5542], [19.3436, 10.3114, -21.9072], [20.0931, 11.7854, -21.2000], [21.5200, 17.6258, -16.7681], [20.5822, 16.8403, -16.1572], [19.8449, 16.2028, -17.1126], [18.8494, 15.1700, -16.5515], [18.0782, 14.5383, -17.6180], [18.8163, 13.7048, -18.5492], [18.0354, 12.4230, -18.8099], [18.2909, 11.3189, -17.9292], [17.2440, 10.3891, -17.8754], [22.2455, 18.1436, -16.1407], [20.9760, 18.4206, -17.2785], [22.1871, 17.0599, -17.4183], [20.4462, 15.6935, -17.8657], [19.3628, 16.9808, -17.7047], [18.1568, 15.6913, -15.8906], [19.4342, 14.4104, -16.0328], [17.2272, 14.1721, -17.2157], [19.8920, 13.6139, -18.3986], [18.7221, 14.3049, -19.4543], [18.0861, 12.2055, -19.8767], [16.9900, 12.6745, -18.6307], [16.5459, 10.3114, -17.0419], [17.8170, 9.4645, -17.8057], [16.6541, 10.4689, -18.7885], [20.8480, 9.6367, -16.3611], [21.3831, 8.8691, -15.6112], [19.9992, 10.5582, -16.0596], [21.0267, 9.4943, -17.6739], [19.1673, 10.5407, -16.6321], [19.8627, 10.5498, -15.0590], [20.5836, 10.1460, -18.3056], [21.6924, 8.7806, -17.9338]]}

***

b:
{"formula": "C31H79N7O11", "method": "ωB97M-V/def2-TZVPD", "homo_lumo_gap_ev": 8.56, "homo_ev": -8.0, "smiles": "COCCNCCOC.COCCNCCOC.COCCNCCOC.COCCNCCOC.COCCNCCOC.NC(N)=O", "total_charge": 0, "mol_weight_g_mol": 726.01, "species": ["C", "O", "C", "C", "N", "C", "C", "O", "C", "H", "H", "H", "H", "H", "H", "H", "H", "H", "H", "H", "H", "H", "H", "H", "C", "O", "C", "C", "N", "C", "C", "O", "C", "H", "H", "H", "H", "H", "H", "H", "H", "H", "H", "H", "H", "H", "H", "H", "C", "O", "C", "C", "N", "C", "C", "O", "C", "H", "H", "H", "H", "H", "H", "H", "H", "H", "H", "H", "H", "H", "H", "H", "C", "O", "C", "C", "N", "C", "C", "O", "C", "H", "H", "H", "H", "H", "H", "H", "H", "H", "H", "H", "H", "H", "H", "H", "C", "O", "C", "C", "N", "C", "C", "O", "C", "H", "H", "H", "H", "H", "H", "H", "H", "H", "H", "H", "H", "H", "H", "H", "C", "O", "N", "N", "H", "H", "H", "H"], "xyz": [[0.0259, -2.4436, 6.5297], [0.2726, -1.9345, 5.2369], [-0.4235, -0.7889, 4.8649], [-0.2933, -0.5444, 3.2779], [0.9801, 0.0150, 2.8960], [1.9679, -1.1046, 3.1224], [3.0903, -0.7268, 2.1479], [2.6587, -1.1332, 0.8460], [3.6424, -0.8206, -0.1618], [0.4093, -1.7095, 7.2384], [0.7545, -3.2518, 6.5922], [-1.0006, -2.8052, 6.5905], [-0.0504, 0.0154, 5.4989], [-1.4761, -0.8785, 5.1338], [-1.1666, 0.0472, 3.0035], [-0.4586, -1.4782, 2.7405], [1.0354, 0.2456, 1.9143], [1.5932, -2.0715, 2.7865], [2.1463, -1.2115, 4.1924], [3.8990, -1.3323, 2.5573], [3.4718, 0.2850, 2.0112], [4.5111, -1.4287, 0.0903], [3.8031, 0.2332, -0.3895], [3.1988, -1.2567, -1.0569], [5.5386, -3.9446, -2.5675], [5.0097, -4.1589, -1.2623], [3.5713, -4.5151, -1.1363], [3.0888, -4.3975, 0.2820], [3.8693, -5.3745, 1.1529], [3.8818, -4.9331, 2.5731], [4.3991, -6.1063, 3.4276], [3.9225, -5.9886, 4.7818], [4.5010, -7.0284, 5.5177], [6.6112, -3.8266, -2.4132], [5.2259, -3.0699, -3.1378], [5.3662, -4.8382, -3.1674], [3.3790, -5.5159, -1.5229], [3.0709, -3.9167, -1.8975], [2.0245, -4.6201, 0.2048], [3.1763, -3.3852, 0.6767], [4.7779, -5.5075, 0.7322], [2.8478, -4.7142, 2.8395], [4.4827, -4.0513, 2.7952], [5.4887, -6.1185, 3.4018], [3.9123, -6.9993, 3.0357], [4.1994, -6.9671, 6.5633], [5.5827, -7.0920, 5.3991], [4.1303, -7.9707, 5.1142], [-2.6177, 1.9154, -3.4685], [-1.9003, 2.6142, -2.4393], [-1.1085, 3.6860, -2.9500], [-0.5146, 4.6179, -1.8919], [-1.4407, 5.5203, -1.2091], [-0.8456, 6.2480, -0.0715], [-0.0341, 5.4425, 0.9581], [1.3301, 5.2029, 0.4896], [2.0348, 4.2471, 1.3341], [-3.1774, 1.2040, -2.8613], [-1.9433, 1.4296, -4.1736], [-3.2650, 2.4950, -4.1266], [-1.6927, 4.3831, -3.5507], [-0.3952, 3.3203, -3.6886], [0.4455, 4.9627, -2.2759], [0.0345, 4.0118, -1.1713], [-2.2876, 5.0556, -0.9143], [-1.6301, 6.7970, 0.4493], [-0.1327, 6.9728, -0.4645], [-0.6023, 4.5542, 1.2341], [-0.0054, 6.0384, 1.8704], [3.0295, 4.0341, 0.9427], [1.5241, 3.2925, 1.4603], [2.1190, 4.5507, 2.3775], [3.6777, -1.6124, -5.1498], [2.5918, -2.4170, -4.7026], [1.7785, -1.6104, -3.8943], [0.4881, -2.2769, -3.3357], [-0.3813, -2.4397, -4.4828], [-1.6052, -3.2426, -4.1924], [-2.5660, -2.5414, -3.1351], [-2.1024, -2.6506, -1.7913], [-2.5898, -3.8037, -1.0806], [4.2960, -2.2865, -5.7426], [4.2676, -1.1557, -4.3552], [3.3363, -0.7968, -5.7872], [1.4383, -0.6776, -4.3439], [2.3712, -1.3741, -3.0106], [0.0666, -1.5156, -2.6792], [0.5535, -3.2185, -2.7906], [0.1817, -2.8391, -5.2202], [-1.2870, -4.2262, -3.8471], [-2.2903, -3.3122, -5.0373], [-3.5732, -2.9522, -3.2055], [-2.6417, -1.5134, -3.4894], [-2.4402, -4.7263, -1.6414], [-3.6575, -3.7458, -0.8689], [-1.9302, -3.8099, -0.2129], [-6.4037, 8.5664, 1.2727], [-6.3082, 7.3364, 0.5522], [-5.1355, 7.1587, -0.1979], [-5.1038, 5.8604, -0.9818], [-4.4524, 4.8026, -0.1776], [-4.6822, 3.5085, -0.8870], [-3.9303, 2.3432, -0.1587], [-4.6463, 1.7021, 0.8845], [-4.0702, 0.4694, 1.3417], [-6.0993, 9.4104, 0.6536], [-5.7640, 8.5267, 2.1544], [-7.4332, 8.7149, 1.5985], [-4.2883, 7.2551, 0.4812], [-5.1870, 7.9450, -0.9510], [-4.5962, 6.0078, -1.9351], [-6.1180, 5.5351, -1.2137], [-4.8645, 4.7464, 0.7429], [-4.1979, 3.5803, -1.8609], [-5.7108, 3.2513, -1.1399], [-2.9029, 2.5642, 0.1309], [-3.7054, 1.5104, -0.8250], [-3.0476, 0.6021, 1.6951], [-4.2932, -0.3310, 0.6362], [-4.5636, 0.2255, 2.2825], [-0.0706, 0.1373, -0.3593], [0.5274, 1.0343, 0.1396], [-1.1313, 0.2478, -1.0689], [0.4179, -1.0345, -0.3556], [-1.4495, 1.1749, -1.3125], [-1.5166, -0.5289, -1.5869], [1.2755, -1.1985, 0.1521], [-0.1041, -1.8563, -0.6246]]}

***

On energetic grounds, b is preferred over the next structure by 522.3 kcal/mol.